C18H23O4Sm | ωB97M-V/def2-TZVPD

```
46
C18H23O4Sm ωB97M-V/def2-TZVPD
Sm -9.646 -3.054 -11.907
C -13.036 -2.545 -12.202
C -12.608 -3.678 -11.214
C -13.724 -3.981 -10.241
O -11.484 -3.182 -10.429
C -12.090 -4.892 -12.107
O -12.934 -5.673 -12.502
O -10.813 -4.908 -12.340
H -13.889 -1.975 -11.769
H -13.370 -2.938 -13.183
H -12.233 -1.825 -12.521
H -13.921 -3.220 -9.491
H -13.447 -4.911 -9.717
H -14.590 -4.278 -10.862
H -11.763 -2.746 -9.594
C -8.459 0.230 -13.749
C -9.499 -0.859 -14.080
C -8.914 -2.114 -14.718
C -10.580 -0.307 -14.964
O -10.097 -1.208 -12.746
H -8.030 0.671 -14.722
H -7.615 -0.119 -13.159
H -8.995 1.078 -13.301
H -8.350 -1.829 -15.595
H -9.752 -2.792 -14.959
H -8.159 -2.552 -13.975
H -10.162 -0.034 -15.931
H -10.941 0.613 -14.495
H -11.387 -1.017 -15.062
C -8.442 -1.791 -6.225
C -8.376 -1.093 -7.433
C -8.414 -1.767 -8.604
C -8.403 -3.183 -8.675
C -8.764 -3.873 -9.794
C -8.779 -5.243 -9.792
C -8.509 -5.965 -8.618
C -8.390 -5.285 -7.415
C -8.419 -3.864 -7.429
C -8.438 -3.146 -6.210
H -8.433 -1.197 -5.290
H -8.304 -0.011 -7.433
H -8.416 -1.258 -9.575
H -9.111 -5.746 -10.704
H -8.464 -7.036 -8.644
H -8.124 -5.813 -6.504
H -8.605 -3.678 -5.280
```

Values from the calculation:
LUMO energy (spin up / spin down): -0.177 / -0.118 eV
E_HOMO (spin up / spin down): -7.78 / -7.80 eV
Net charge: 0
Frontier orbital gap (spin up / spin down): 7.60 / 7.68 eV
Spin multiplicity: 6
Relative energy (zero: lowest compared OMol25 entry of this formula, charge and spin): 0.0 kcal/mol

Listed below, in e, are the Löwdin charges computed for each atom:
1 Sm 1.76
2 C -0.02
3 C -0.48
4 C -0.02
5 O -0.16
6 C -0.59
7 O 0.08
8 O -0.20
9 H 0.10
10 H 0.10
11 H 0.06
12 H 0.09
13 H 0.10
14 H 0.11
15 H 0.15
16 C -0.04
17 C -0.70
18 C -0.07
19 C -0.05
20 O -0.46
21 H 0.11
22 H 0.07
23 H 0.09
24 H 0.09
25 H 0.10
26 H 0.08
27 H 0.09
28 H 0.09
29 H 0.08
30 C -0.10
31 C -0.10
32 C -0.06
33 C -0.25
34 C -0.27
35 C -0.16
36 C -0.08
37 C -0.03
38 C -0.17
39 C -0.05
40 H 0.11
41 H 0.10
42 H 0.10
43 H 0.08
44 H 0.09
45 H 0.11
46 H 0.11



C22H31F3NO5S2 | ωB97M-V/def2-TZVPD

```
64
C22H31F3NO5S2 ωB97M-V/def2-TZVPD
C -5.075 2.561 0.430
C -3.559 3.140 0.382
S -2.389 2.203 1.473
C -0.618 2.751 1.123
C 0.343 1.484 1.031
C 1.608 1.520 1.965
C 2.653 0.386 2.038
C 2.325 -0.820 1.116
C 1.102 -0.926 0.180
S 0.871 -2.450 -0.819
C 0.088 0.241 0.093
O -1.060 0.313 -0.728
C -0.794 0.121 -2.135
C 0.560 0.744 -2.703
C 0.597 0.355 -4.287
C 0.785 2.306 -2.419
C 0.376 3.298 -3.606
C 1.022 4.749 -3.209
C -1.221 3.508 -3.581
C 3.548 -1.787 1.406
O 3.821 -2.938 0.997
N 4.512 -1.078 2.309
C 4.002 0.212 2.856
O 4.504 0.982 3.697
H -5.658 3.172 -0.362
H -5.148 1.471 0.104
H -5.599 2.757 1.425
H -3.228 3.085 -0.717
H -3.645 4.228 0.759
H -0.541 3.482 0.251
H -0.315 3.352 2.064
H 1.783 2.452 2.619
H 2.051 -3.212 -0.744
H -1.678 0.593 -2.716
H -0.825 -1.000 -2.427
H 1.484 0.199 -2.265
H 0.477 -0.786 -4.374
H 1.527 0.751 -4.816
H -0.354 0.800 -4.775
H 1.911 2.444 -2.191
H 0.177 2.582 -1.495
H 0.816 3.050 -4.627
H 2.095 4.725 -3.649
H 0.480 5.622 -3.711
H 1.156 4.867 -2.081
H -1.444 4.595 -3.249
H -1.744 3.374 -4.585
H -1.678 2.853 -2.744
H 5.272 -0.729 1.684
C 1.052 -4.314 2.232
C 0.052 -3.618 3.139
O -1.267 -4.120 3.025
C -1.621 -5.345 3.737
O -1.293 -5.270 5.009
C -1.091 -6.648 3.032
F -1.161 -6.537 1.673
F -1.857 -7.725 3.343
F 0.184 -6.985 3.320
H 0.617 -4.528 1.253
H 1.939 -3.690 2.097
H 1.390 -5.255 2.663
H -0.012 -2.572 2.813
H 0.402 -3.587 4.175
H -2.701 -5.403 3.507
```

Values from the calculation:
LUMO energy: 0.692 eV
E_HOMO: -3.35 eV
Net charge: -1
Frontier orbital gap: 4.04 eV

Listed below, in e, are the natural (NBO) charges computed for each atom:
1 C -0.62
2 C -0.53
3 S 0.19
4 C -0.56
5 C -0.07
6 C -0.18
7 C -0.14
8 C -0.14
9 C -0.20
10 S 0.02
11 C 0.42
12 O -0.54
13 C -0.09
14 C -0.25
15 C -0.63
16 C -0.41
17 C -0.23
18 C -0.62
19 C -0.64
20 C 0.69
21 O -0.52
22 N -0.69
23 C 0.69
24 O -0.52
25 H 0.21
26 H 0.23
27 H 0.22
28 H 0.21
29 H 0.21
30 H 0.24
31 H 0.24
32 H 0.23
33 H 0.20
34 H 0.20
35 H 0.20
36 H 0.23
37 H 0.22
38 H 0.22
39 H 0.20
40 H 0.22
41 H 0.21
42 H 0.21
43 H 0.20
44 H 0.21
45 H 0.21
46 H 0.21
47 H 0.22
48 H 0.21
49 H 0.40
50 C -0.65
51 C -0.06
52 O -0.59
53 C 0.32
54 O -0.89
55 C 0.91
56 F -0.37
57 F -0.35
58 F -0.35
59 H 0.20
60 H 0.18
61 H 0.22
62 H 0.14
63 H 0.19
64 H 0.08



C33H52LiNOPSSi | ωB97M-V/def2-TZVPD

```
91
C33H52LiNOPSSi ωB97M-V/def2-TZVPD
Li 0.021 0.329 -0.445
C 3.959 1.888 2.478
Si 2.222 1.730 1.716
C 1.248 0.854 3.093
C 1.598 3.511 1.625
C 2.020 0.865 0.139
H 3.945 2.437 3.427
H 4.648 2.403 1.798
H 4.379 0.893 2.673
H 1.167 1.462 4.001
H 1.741 -0.089 3.365
H 0.233 0.609 2.755
H 1.711 4.032 2.583
H 0.539 3.540 1.344
H 2.155 4.071 0.864
H 2.577 -0.080 0.179
H 2.474 1.449 -0.678
N -2.631 -0.256 0.887
S -3.086 -0.361 -0.630
C -4.410 0.874 -0.904
C -5.041 1.399 0.211
C -5.990 2.397 0.053
C -6.282 2.887 -1.218
C -5.641 2.357 -2.329
C -4.708 1.337 -2.173
C -4.318 -1.710 -0.416
C -4.996 -2.155 -1.547
C -5.808 -3.277 -1.480
C -5.937 -3.971 -0.280
C -5.272 -3.518 0.851
C -4.458 -2.389 0.784
H -1.857 0.402 0.915
H -4.755 1.020 1.188
H -6.492 2.811 0.919
H -7.003 3.686 -1.339
H -5.848 2.754 -3.316
H -4.202 0.916 -3.036
H -4.877 -1.621 -2.487
H -6.338 -3.617 -2.363
H -6.539 -4.871 -0.237
H -5.377 -4.050 1.790
H -3.902 -2.027 1.641
C -1.900 3.460 -0.808
C -1.418 2.423 -1.825
C -0.068 2.864 -2.407
O -1.324 1.149 -1.268
H -1.986 4.452 -1.266
H -1.180 3.509 0.016
H -2.872 3.179 -0.396
H -2.141 2.424 -2.661
H 0.690 2.820 -1.617
H -0.119 3.883 -2.808
H 0.236 2.179 -3.205
C 2.228 -4.825 0.314
C 2.056 -3.312 0.192
C 3.072 -2.749 -0.815
C 2.341 -2.687 1.569
P 0.341 -2.653 -0.253
C -0.698 -3.626 0.921
C -1.036 -4.976 0.797
C -1.831 -5.605 1.745
C -2.296 -4.897 2.847
C -1.964 -3.558 2.991
C -1.179 -2.929 2.031
C -0.174 -3.267 -1.981
C -1.694 -3.480 -1.988
C 0.131 -2.058 -2.890
C 0.495 -4.509 -2.568
H 3.259 -5.033 0.624
H 2.055 -5.344 -0.629
H 1.565 -5.244 1.073
H 4.086 -2.897 -0.430
H 2.926 -1.678 -0.969
H 3.008 -3.248 -1.782
H 3.361 -2.941 1.880
H 1.652 -3.068 2.328
H 2.251 -1.600 1.539
H -0.673 -5.553 -0.045
H -2.085 -6.653 1.626
H -2.919 -5.388 3.586
H -2.326 -2.995 3.844
H -0.952 -1.874 2.128
H -2.210 -2.727 -1.389
H -1.981 -4.458 -1.602
H -2.067 -3.397 -3.016
H -0.454 -1.182 -2.592
H -0.125 -2.300 -3.930
H 1.189 -1.780 -2.852
H 0.303 -5.403 -1.971
H 1.572 -4.395 -2.683
H 0.076 -4.687 -3.566
```

Values from the calculation:
LUMO energy: 2.541 eV
E_HOMO: -3.80 eV
Net charge: -1
Frontier orbital gap: 6.34 eV
Relative energy (zero: lowest compared OMol25 entry of this formula, charge and spin): 8.8 kcal/mol

Listed below, in e, are the Löwdin charges computed for each atom:
1 Li 0.45
2 C -0.22
3 Si 0.32
4 C -0.20
5 C -0.20
6 C -0.35
7 H 0.01
8 H 0.01
9 H 0.01
10 H 0.02
11 H 0.01
12 H 0.01
13 H 0.02
14 H 0.00
15 H 0.02
16 H -0.10
17 H -0.05
18 N -0.31
19 S 0.99
20 C -0.37
21 C -0.09
22 C -0.09
23 C -0.10
24 C -0.09
25 C -0.10
26 C -0.37
27 C -0.10
28 C -0.10
29 C -0.10
30 C -0.08
31 C -0.08
32 H -0.03
33 H 0.10
34 H 0.10
35 H 0.09
36 H 0.10
37 H 0.11
38 H 0.11
39 H 0.10
40 H 0.09
41 H 0.10
42 H 0.08
43 C -0.05
44 C -0.61
45 C -0.07
46 O -0.48
47 H 0.07
48 H 0.06
49 H 0.06
50 H 0.11
51 H 0.05
52 H 0.07
53 H 0.07
54 C -0.09
55 C -0.69
56 C -0.10
57 C -0.11
58 P 1.17
59 C -0.36
60 C -0.11
61 C -0.09
62 C -0.10
63 C -0.09
64 C -0.12
65 C -0.68
66 C -0.10
67 C -0.11
68 C -0.10
69 H 0.08
70 H 0.06
71 H 0.07
72 H 0.08
73 H 0.05
74 H 0.06
75 H 0.09
76 H 0.08
77 H 0.04
78 H 0.09
79 H 0.10
80 H 0.10
81 H 0.11
82 H 0.08
83 H 0.03
84 H 0.07
85 H 0.09
86 H 0.06
87 H 0.08
88 H 0.07
89 H 0.06
90 H 0.06
91 H 0.08



Table of molar mass (u), in record order: 453.7, 510.6, 576.9
Table of E (hartree), in record order: -1658.61264, -2383.60436, -2455.24072